No. 1
This record from the Open Molecules 2025 dataset describes 3 unconnected molecules or ions with the total composition C4H10NO2. The level of theory is ωB97M-V with the def2-TZVPD basis set.

```
17
C4H10NO2, DFT ωB97M-V with the def2-TZVPD basis set
C 0.661 1.561 -1.048
N -0.132 0.412 -1.246
C 0.319 -0.538 -0.216
C -0.278 -0.329 1.276
O 0.533 0.475 2.074
C 0.065 -2.124 -0.392
O 0.740 -3.103 0.311
H 0.894 1.802 0.030
H 0.121 2.602 -1.425
H 1.683 1.387 -1.529
H 1.406 -0.463 -0.001
H -1.488 2.159 0.187
H -0.562 -1.432 1.509
H -1.299 0.140 1.227
H -1.791 1.823 0.899
H 0.164 -2.239 -1.526
H -1.037 -2.135 -0.132
```

Computed properties:
Energy above the lowest of the compared OMol25 structures with the same formula, charge and spin   883.1 kJ/mol
Spin multiplicity   1
F_max   0.1075 Eh/bohr
Kohn-Sham gap   5.57 eV
Net charge   -1

Here are the natural (NBO) charges for atoms 1 to 6, given in e: atom 1 (C): -0.483, atom 2 (N): -0.300, atom 3 (C): -0.119, atom 4 (C): -0.024, atom 5 (O): -0.656, atom 6 (C): -0.023


No. 2
This record from the Open Molecules 2025 dataset describes a molecular structure, C4H9NO. The level of theory is ωB97M-V with the def2-TZVPD basis set.

```
15
C4H9NO, DFT ωB97M-V with the def2-TZVPD basis set
N -0.086 0.036 -1.831
C 0.015 0.322 -0.399
C -1.183 0.660 0.233
C -1.202 1.125 1.522
C -0.208 0.741 2.502
H -0.958 -0.270 -2.244
H 0.267 0.803 -2.388
H 0.630 -0.470 0.034
H -2.000 0.792 -0.482
H -1.409 0.879 2.713
H 0.325 1.516 3.030
H 0.278 -0.223 2.375
H 2.569 -2.011 -2.065
H 1.135 -1.614 -1.482
O 1.825 -2.287 -1.518
```

Computed properties:
Energy above the lowest of the compared OMol25 structures with the same formula, charge and spin   695.7 kJ/mol
Spin multiplicity   1
F_max   0.0865 Eh/bohr
Kohn-Sham gap   7.08 eV

Here are the natural (NBO) charges for atoms 1 to 6, given in e: atom 1 (N): -0.891, atom 2 (C): -0.039, atom 3 (C): -0.262, atom 4 (C): -0.191, atom 5 (C): -0.499, atom 6 (H): 0.372


No. 3
This record from the Open Molecules 2025 dataset describes 2 unconnected molecules or ions with the total composition C5H5NO. The level of theory is ωB97M-V with the def2-TZVPD basis set.

```
12
C5H5NO, DFT ωB97M-V with the def2-TZVPD basis set
O 0.902 1.633 0.671
C 0.143 0.892 1.221
C -0.286 0.605 2.661
C -1.440 -0.010 2.299
C -0.734 -0.258 1.061
H -2.313 -0.392 2.822
H -0.367 -1.225 0.711
C 0.662 -0.410 -2.611
N 1.013 -0.438 -1.395
H 0.819 0.438 -3.289
H 0.163 -1.284 -3.037
H 1.439 0.448 -1.114
```

Computed properties:
Structure (SMILES)   O=C1C2=C[C@@H]12.C=N
Energy above the lowest of the compared OMol25 structures with the same formula, charge and spin   531.7 kJ/mol
Spin multiplicity   1
F_max   0.0162 Eh/bohr
Kohn-Sham gap (alpha / beta)   8.75 / 8.75 eV

Here are the natural (NBO) charges for atoms 1 to 6, given in e: atom 1 (O): -0.498, atom 2 (C): 0.510, atom 3 (C): -0.098, atom 4 (C): -0.182, atom 5 (C): -0.212, atom 6 (H): 0.247


No. 4
This record from the Open Molecules 2025 dataset describes a single C4H8N2OS molecule. The level of theory is ωB97M-V with the def2-TZVPD basis set.

```
16
C4H8N2OS, DFT ωB97M-V with the def2-TZVPD basis set
C 0.696 -0.980 0.228
C 1.290 0.192 0.173
C -0.595 -1.388 -0.470
C 0.567 1.446 -0.330
N -1.464 -0.374 -0.809
N -0.516 1.684 0.637
O -1.186 -2.268 0.529
S -1.908 0.554 0.427
H 0.899 -1.940 0.694
H 2.297 0.331 0.492
H -0.338 -2.083 -1.314
H -2.023 -2.686 0.192
H 1.386 2.155 -0.435
H 0.035 1.155 -1.222
H -0.103 1.447 1.506
H -2.530 1.342 -0.606
```

Computed properties:
Energy above the lowest of the compared OMol25 structures with the same formula, charge and spin   435.6 kJ/mol
Spin multiplicity   1
F_max   0.0812 Eh/bohr
Kohn-Sham gap   8.87 eV

Here are the natural (NBO) charges for atoms 1 to 6, given in e: atom 1 (C): -0.218, atom 2 (C): -0.212, atom 3 (C): 0.176, atom 4 (C): -0.309, atom 5 (N): -0.921, atom 6 (N): -0.780


No. 5
This record from the Open Molecules 2025 dataset describes a single C3H8O2 molecule. The level of theory is ωB97M-V with the def2-TZVPD basis set.

```
13
C3H8O2, DFT ωB97M-V with the def2-TZVPD basis set
C -1.655 -0.971 1.468
O -0.240 -0.811 0.437
C 0.177 0.557 0.305
C 1.022 0.712 -0.944
O 0.229 0.357 -2.065
H -1.367 -1.975 1.839
H -1.295 -0.305 2.280
H -0.771 -0.987 -0.358
H -0.724 1.175 0.239
H 0.731 0.803 1.213
H 1.344 1.758 -1.028
H 1.923 0.090 -0.884
H 0.626 -0.403 -2.501
```

Computed properties:
Energy above the lowest of the compared OMol25 structures with the same formula, charge and spin   466.6 kJ/mol
Spin multiplicity   1
F_max   0.0084 Eh/bohr
Kohn-Sham gap   8.22 eV

Here are the natural (NBO) charges for atoms 1 to 6, given in e: atom 1 (C): -0.524, atom 2 (O): -0.571, atom 3 (C): -0.095, atom 4 (C): -0.095, atom 5 (O): -0.725, atom 6 (H): 0.123


No. 6
This record from the Open Molecules 2025 dataset describes a molecular structure, C6H12O. The level of theory is ωB97M-V with the def2-TZVPD basis set.

```
19
C6H12O, DFT ωB97M-V with the def2-TZVPD basis set
C 0.432 1.840 -1.883
C -0.266 0.647 -1.181
C 0.167 0.185 0.203
C -1.277 -0.759 1.068
C -0.755 -1.504 2.099
C 1.310 -0.812 0.278
O 2.251 -0.021 -0.152
H -0.097 2.081 -2.818
H 0.417 2.754 -1.280
H 1.472 1.629 -2.147
H -1.317 0.909 -1.034
H -0.225 -0.224 -1.848
H 0.351 1.020 0.883
H -1.784 -1.320 0.287
H -1.899 0.087 1.373
H -0.595 -1.086 3.086
H 1.362 -1.135 1.350
H -0.623 -2.575 2.048
H 1.075 -1.715 -0.330
```

Computed properties:
Energy above the lowest of the compared OMol25 structures with the same formula, charge and spin   483.0 kJ/mol
Spin multiplicity   1
F_max   0.0310 Eh/bohr
Kohn-Sham gap (alpha / beta)   7.24 / 9.11 eV

Here are the natural (NBO) charges for atoms 1 to 6, given in e: atom 1 (C): -0.598, atom 2 (C): -0.443, atom 3 (C): -0.049, atom 4 (C): -0.475, atom 5 (C): -0.283, atom 6 (C): -0.088


No. 7
This record from the Open Molecules 2025 dataset describes a single C5H13NS2 molecule. The level of theory is ωB97M-V with the def2-TZVPD basis set.

```
21
C5H13NS2, DFT ωB97M-V with the def2-TZVPD basis set
C 1.958 -0.465 -1.513
N 0.970 0.524 -1.185
C -0.315 -0.033 -0.846
C -1.308 1.140 -0.689
S -3.060 0.752 -0.664
C -0.369 -1.005 0.398
C -0.208 -0.352 1.793
S 1.450 0.322 2.080
H 2.389 -0.905 -0.642
H 1.532 -1.294 -2.123
H 2.749 -0.003 -2.095
H 1.319 1.051 -0.415
H -0.610 -0.686 -1.690
H -1.111 1.762 -1.537
H -0.966 1.729 0.161
H -3.212 0.369 0.643
H 0.351 -1.837 0.267
H -1.401 -1.440 0.473
H -0.309 -1.111 2.502
H -0.993 0.386 1.948
H 1.144 1.096 3.132
```

Computed properties:
Structure (SMILES)   CN[C@H](CS)CCS
Energy above the lowest of the compared OMol25 structures with the same formula, charge and spin   67.4 kJ/mol
Spin multiplicity   1
F_max   0.0341 Eh/bohr
Kohn-Sham gap   9.25 eV

Here are the natural (NBO) charges for atoms 1 to 6, given in e: atom 1 (C): -0.411, atom 2 (N): -0.637, atom 3 (C): -0.046, atom 4 (C): -0.550, atom 5 (S): -0.024, atom 6 (C): -0.437


No. 8
This record from the Open Molecules 2025 dataset describes a molecular structure, C8H21BI2NOP2Pb. The level of theory is ωB97M-V with the def2-TZVPD basis set.

```
37
C8H21BI2NOP2Pb, DFT ωB97M-V with the def2-TZVPD basis set
I 5.433 -0.362 -0.945
I 3.137 -1.582 -2.433
Pb 0.015 -1.455 -2.013
P 0.299 -2.193 1.240
C 1.855 -3.082 1.559
C 0.071 -1.377 2.884
H -0.182 -2.070 3.703
H -0.704 -4.108 2.327
H -0.712 -0.618 2.801
H -1.895 -3.109 1.412
H 2.582 -2.334 1.896
H 0.991 -0.837 3.138
C -0.897 -3.572 1.389
H 1.676 -3.849 2.327
H -0.825 -4.249 0.518
H 2.218 -3.536 0.629
P 0.058 1.882 -1.700
C 1.516 2.583 -2.533
C -1.253 2.358 -2.886
H -0.911 2.789 0.344
H -0.548 4.138 -0.776
H 0.747 3.309 0.146
C -0.197 3.166 -0.393
H -2.209 2.158 -2.381
H -1.157 3.429 -3.109
H 1.232 3.534 -3.006
H 1.893 1.871 -3.278
H -1.187 1.750 -3.808
H 2.280 2.727 -1.760
C 1.704 -0.357 -0.625
O 2.112 0.300 0.246
B -3.250 0.639 1.144
C -2.156 0.072 0.268
N -1.258 -0.338 -0.373
H -3.130 1.859 1.076
H -3.031 0.212 2.272
H -4.317 0.254 0.700
```

Computed properties:
Energy above the lowest of the compared OMol25 structures with the same formula, charge and spin   231.8 kJ/mol
Spin multiplicity   1
F_max   0.0949 Eh/bohr
Kohn-Sham gap (alpha / beta)   4.81 / 4.82 eV
Net charge   +3

Here are the natural (NBO) charges for atoms 1 to 6, given in e: atom 1 (I): 0.370, atom 2 (I): 0.087, atom 3 (Pb): 1.533, atom 4 (P): 1.261, atom 5 (C): -0.962, atom 6 (C): -0.953


Repeat the fifth record exactly.
This record from the Open Molecules 2025 dataset describes a single C3H8O2 molecule. The level of theory is ωB97M-V with the def2-TZVPD basis set.

```
13
C3H8O2, DFT ωB97M-V with the def2-TZVPD basis set
C -1.655 -0.971 1.468
O -0.240 -0.811 0.437
C 0.177 0.557 0.305
C 1.022 0.712 -0.944
O 0.229 0.357 -2.065
H -1.367 -1.975 1.839
H -1.295 -0.305 2.280
H -0.771 -0.987 -0.358
H -0.724 1.175 0.239
H 0.731 0.803 1.213
H 1.344 1.758 -1.028
H 1.923 0.090 -0.884
H 0.626 -0.403 -2.501
```

Computed properties:
Energy above the lowest of the compared OMol25 structures with the same formula, charge and spin   466.6 kJ/mol
Spin multiplicity   1
F_max   0.0084 Eh/bohr
Kohn-Sham gap   8.22 eV

Here are the natural (NBO) charges for atoms 1 to 6, given in e: atom 1 (C): -0.524, atom 2 (O): -0.571, atom 3 (C): -0.095, atom 4 (C): -0.095, atom 5 (O): -0.725, atom 6 (H): 0.123


Please write out number 1 again, unchanged.
This record from the Open Molecules 2025 dataset describes 3 unconnected molecules or ions with the total composition C4H10NO2. The level of theory is ωB97M-V with the def2-TZVPD basis set.

```
17
C4H10NO2, DFT ωB97M-V with the def2-TZVPD basis set
C 0.661 1.561 -1.048
N -0.132 0.412 -1.246
C 0.319 -0.538 -0.216
C -0.278 -0.329 1.276
O 0.533 0.475 2.074
C 0.065 -2.124 -0.392
O 0.740 -3.103 0.311
H 0.894 1.802 0.030
H 0.121 2.602 -1.425
H 1.683 1.387 -1.529
H 1.406 -0.463 -0.001
H -1.488 2.159 0.187
H -0.562 -1.432 1.509
H -1.299 0.140 1.227
H -1.791 1.823 0.899
H 0.164 -2.239 -1.526
H -1.037 -2.135 -0.132
```

Computed properties:
Energy above the lowest of the compared OMol25 structures with the same formula, charge and spin   883.1 kJ/mol
Spin multiplicity   1
F_max   0.1075 Eh/bohr
Kohn-Sham gap   5.57 eV
Net charge   -1

Here are the natural (NBO) charges for atoms 1 to 6, given in e: atom 1 (C): -0.483, atom 2 (N): -0.300, atom 3 (C): -0.119, atom 4 (C): -0.024, atom 5 (O): -0.656, atom 6 (C): -0.023